Entry 1:
The following is a DFT calculation (ωB97M-V/def2-TZVPD) of C2H3O2Rb as an isolated structure.

Values from the calculation:
Gap between HOMO and LUMO ... 5.526 eV
Relative energy (zero: lowest compared OMol25 entry of this formula, charge and spin) ... 133.5 kcal per mole

Structure (XYZ):
```
8
Properties=species:S:1:pos:R:3:forces:R:3:lowdin_charge:R:1
H -3.20032 -0.13921 1.14263 0.4 -0.5 -0.1 0.031
C -2.71458 -0.65781 0.33117 -0.1 0.2 -1.5 -0.017
C -2.36672 -1.05156 -0.76436 -0.2 0.2 1.2 -0.003
H -2.05613 -1.46263 -1.71144 0.0 0.1 0.5 0.043
O 1.87135 -0.82860 -0.94129 -0.4 0.6 -0.3 -0.616
O 1.65700 -1.12433 0.48099 -0.8 -0.5 0.4 -0.412
H 1.15571 -1.97031 0.45770 0.6 0.8 -0.1 0.040
Rb 0.29223 1.35683 -0.21267 0.5 -0.9 -0.1 0.935
```
Positions in Å, forces in eV/Å.

---

Entry 2:
The following is a DFT calculation (ωB97M-V/def2-TZVPD) of one molecule with the formula C21H33N3O2.

Values from the calculation:
SMILES string ... CCCCNC(=O)N1CCC(CCC(=O)N(C)Cc2ccccc2)CC1
Gap between HOMO and LUMO ... 9.563 eV
Relative energy (zero: lowest compared OMol25 entry of this formula, charge and spin) ... 0.3 kcal per mole

Structure (XYZ):
```
59
Properties=species:S:1:pos:R:3:forces:R:3:nbo_charge:R:1
C 6.19224 -2.28564 -2.84308 -0.2 0.1 0.1 -0.599
C 4.95595 -1.45133 -2.53307 0.1 0.0 -0.3 -0.398
C 4.43300 -0.73235 -3.77446 -0.2 0.1 0.4 -0.400
C 3.21611 0.14298 -3.46657 0.2 0.2 -0.2 -0.219
N 2.08336 -0.62119 -2.99556 -0.1 -0.2 -0.3 -0.640
C 1.77513 -0.65162 -1.66345 -0.1 -0.3 -0.2 0.797
O 2.28221 0.12457 -0.87266 0.2 0.4 0.3 -0.688
N 0.87904 -1.61210 -1.25378 0.0 -0.1 0.2 -0.463
C -0.01528 -2.36344 -2.10609 -0.2 0.1 -0.4 -0.201
H 0.42973 -2.55645 -3.08298 0.0 -0.1 0.1 0.191
C -1.35690 -1.64220 -2.26475 0.1 -0.3 0.2 -0.413
H -2.01757 -2.23223 -2.90320 0.0 0.0 -0.1 0.208
H -1.18484 -0.67762 -2.74687 0.0 0.1 -0.1 0.208
C -2.00687 -1.41060 -0.89642 0.0 0.4 -0.2 -0.201
C -3.31686 -0.63182 -1.06203 0.1 -0.2 0.1 -0.383
C -3.96732 -0.26312 0.27456 0.2 0.1 -0.4 -0.511
C -3.39637 1.05319 0.79116 -0.4 -0.2 0.2 0.705
O -3.05983 1.93444 0.02203 0.2 0.2 -0.3 -0.650
N -3.31964 1.21886 2.13539 -0.1 0.3 0.2 -0.442
C -3.68897 0.21519 3.10307 0.0 -0.3 0.0 -0.410
H -4.65420 -0.22476 2.85361 0.0 0.0 0.1 0.209
H -2.93865 -0.57940 3.18264 -0.1 0.0 0.1 0.196
H -3.77926 0.69076 4.07841 0.0 0.0 0.0 0.210
C -2.58697 2.37688 2.64065 0.1 0.2 -0.2 -0.257
C -1.14391 2.01122 2.88029 -0.1 0.1 0.1 0.043
C -0.70984 1.56446 4.12107 0.0 0.0 0.0 -0.251
C 0.59873 1.14704 4.29522 0.1 -0.1 0.1 -0.211
C 1.47982 1.15861 3.22744 0.1 0.0 0.0 -0.219
C 1.05821 1.60865 1.98674 0.0 0.0 0.0 -0.200
C -0.24581 2.03998 1.81994 0.0 0.1 0.0 -0.241
H -0.58196 2.39704 0.85855 -0.1 0.0 -0.1 0.231
H 1.73684 1.60627 1.14719 0.1 0.0 -0.1 0.242
H 2.49621 0.81894 3.36183 0.1 0.0 0.0 0.214
H 0.92778 0.80541 5.26640 0.0 0.0 0.1 0.210
H -1.39445 1.54734 4.95839 -0.1 0.0 0.1 0.203
H -2.65705 3.15269 1.87557 0.0 0.0 0.2 0.248
H -3.06851 2.72429 3.55836 0.0 0.0 -0.1 0.197
H -3.83165 -1.07456 0.98638 -0.1 0.0 0.1 0.210
H -5.03937 -0.10735 0.12736 0.0 0.0 0.1 0.238
H -3.12226 0.29486 -1.60554 0.0 0.0 -0.1 0.233
H -4.00844 -1.23489 -1.65444 0.0 0.0 0.0 0.202
C -1.00574 -0.68513 0.00342 0.1 -0.4 -0.1 -0.432
H -1.39703 -0.57219 1.01424 0.0 0.1 0.1 0.210
C 0.31725 -1.44606 0.07346 0.1 0.3 0.3 -0.211
H 1.03755 -0.89515 0.67844 -0.1 -0.2 0.0 0.250
H 0.16577 -2.44016 0.50807 0.0 0.0 0.0 0.182
H -0.81619 0.31020 -0.39881 0.0 0.1 0.0 0.221
H -2.23342 -2.38790 -0.44893 0.0 0.0 0.0 0.185
H -0.17957 -3.33511 -1.62378 0.0 0.0 -0.1 0.195
H 1.80730 -1.38777 -3.58562 -0.1 0.0 0.1 0.382
H 3.45558 0.85684 -2.67588 0.0 0.0 -0.2 0.235
H 2.91642 0.69235 -4.36591 0.1 0.0 0.1 0.189
H 5.21937 -0.09640 -4.18562 0.0 0.0 -0.1 0.204
H 4.16737 -1.46836 -4.53962 0.0 0.0 -0.1 0.185
H 5.19258 -0.71139 -1.76673 -0.1 0.0 0.1 0.206
H 4.17326 -2.09743 -2.12891 0.0 0.0 0.1 0.197
H 6.54647 -2.79080 -1.94782 0.1 -0.1 0.0 0.209
H 6.99378 -1.65430 -3.22067 0.1 0.0 -0.1 0.199
H 5.96838 -3.03909 -3.59607 0.0 -0.1 -0.1 0.197
```
Positions in Å, forces in eV/Å.

---

Entry 3:
The following is a DFT calculation (ωB97M-V/def2-TZVPD) of a 5-piece molecular cluster, C20H39F3NO9 overall.

Values from the calculation:
Total charge ... -1
Gap between HOMO and LUMO ... 2.843 eV

Structure (XYZ):
```
72
Properties=species:S:1:pos:R:3:forces:R:3:lowdin_charge:R:1
N 3.85960 -4.90592 -2.75064 0.0 0.2 0.0 -0.013
C 2.72854 -4.06245 -3.14543 -0.5 0.1 -0.1 -0.500
O 3.26970 -3.18069 -4.18366 0.4 -0.4 -0.3 -0.149
C 1.68562 -4.97973 -3.78926 0.3 0.1 0.6 -0.256
C 0.49018 -5.20940 -2.85576 0.2 0.0 -0.4 -0.129
C -0.61716 -4.18616 -2.95763 -0.3 0.3 0.4 -0.570
F -0.53389 -3.34032 -4.01472 -0.1 -0.3 0.5 0.100
F -1.85057 -4.79502 -3.06512 0.3 0.3 -0.1 0.061
F -0.72631 -3.39845 -1.84308 0.1 -0.4 -0.6 0.065
H 4.27041 -4.50289 -1.92402 0.3 0.0 0.1 0.015
H 3.51736 -5.82004 -2.48670 0.0 -0.2 0.0 0.023
H 2.61078 -2.49846 -4.24266 -0.2 0.4 0.1 0.024
H 2.12442 -5.97978 -3.97655 0.0 -0.2 -0.3 0.080
H 1.38038 -4.55732 -4.73973 -0.1 0.0 -0.2 0.087
H 0.04850 -6.19148 -3.02070 -0.2 -0.1 -0.1 0.104
H 0.87507 -5.16792 -1.84444 0.0 0.0 0.3 0.107
O -5.17276 0.75470 1.69200 -0.1 -0.1 0.0 0.078
C -4.40899 0.67813 0.76245 0.3 0.1 0.1 -0.523
O -4.52296 -0.35335 -0.08038 -0.2 -0.1 -0.1 0.007
C -3.78891 -0.44260 -1.31320 0.2 0.0 -0.2 -0.226
C -2.41902 -1.05798 -1.13698 -0.1 0.2 0.3 -0.062
C -3.29710 1.68302 0.58458 -0.2 0.2 -0.3 0.019
H -3.74618 0.53488 -1.79689 0.0 0.0 0.1 0.109
H -4.40087 -1.08131 -1.94762 -0.1 0.0 0.1 0.122
H -1.78051 -0.44823 -0.49649 0.0 0.1 -0.1 0.077
H -1.92795 -1.16953 -2.10030 0.0 0.0 0.0 0.079
H -2.50365 -2.03955 -0.67857 0.0 -0.1 -0.1 0.079
H -2.43843 1.37007 1.17692 0.0 0.0 0.0 0.104
H -3.64298 2.64542 0.95359 0.0 -0.1 0.2 0.082
H -2.98095 1.82178 -0.44554 0.1 -0.1 0.0 0.069
O 5.83395 -2.51348 -1.54376 -0.1 0.1 0.1 0.128
C 6.95476 -2.77720 -1.24109 0.1 0.1 0.2 -0.521
O 7.47138 -3.97598 -1.60766 0.0 -0.1 -0.1 -0.006
C 8.84398 -4.30670 -1.45852 0.1 0.0 0.1 -0.253
C 9.15245 -4.85628 -0.07956 0.0 0.0 0.1 -0.071
C 7.79393 -1.84389 -0.38977 0.2 0.1 -0.2 0.005
H 9.47992 -3.45570 -1.71168 0.0 0.0 0.0 0.109
H 9.02919 -5.07218 -2.21087 0.0 0.0 0.0 0.122
H 8.96456 -4.11618 0.69871 0.0 0.0 0.0 0.064
H 10.19726 -5.16502 -0.01581 0.0 0.0 0.0 0.075
H 8.51926 -5.71867 0.12691 0.0 0.0 0.0 0.082
H 7.57016 -2.03552 0.65889 0.0 0.0 0.0 0.090
H 7.50293 -0.82454 -0.62777 -0.1 0.0 0.1 0.086
H 8.86748 -1.93080 -0.54682 0.0 -0.1 0.1 0.062
O -0.14988 4.30390 0.28036 0.1 -0.1 0.1 0.117
C -0.89876 5.08687 -0.22674 0.1 0.2 -0.2 -0.528
O -2.20811 4.77488 -0.30225 -0.1 -0.2 0.2 -0.016
C -3.21688 5.70315 -0.70072 -0.1 0.1 -0.1 -0.235
C -3.37821 5.75367 -2.20625 0.1 0.0 0.0 -0.063
C -0.40688 6.37463 -0.84814 -0.1 0.2 0.2 0.011
H -3.02540 6.68766 -0.27202 0.0 0.0 0.0 0.113
H -4.13139 5.33302 -0.24035 0.0 0.0 0.1 0.123
H -2.47191 6.10845 -2.69746 0.0 0.1 0.0 0.067
H -4.19884 6.41850 -2.47720 0.0 0.0 0.0 0.080
H -3.59332 4.75811 -2.59373 0.0 0.0 0.0 0.082
H -0.09157 6.16767 -1.86993 0.0 0.0 0.0 0.095
H 0.45413 6.71450 -0.27946 0.1 -0.1 0.0 0.089
H -1.14114 7.17692 -0.85632 0.0 -0.1 -0.1 0.067
O -4.95833 4.60194 3.85110 0.0 0.1 0.0 0.099
C -4.95395 3.70572 4.64883 0.1 -0.2 -0.2 -0.520
O -4.49608 3.96825 5.89491 -0.1 0.2 0.1 -0.008
C -4.60215 3.03144 6.96534 0.1 -0.1 0.1 -0.248
C -3.44530 2.05385 6.98220 0.0 0.0 -0.1 -0.065
C -5.36411 2.30026 4.28500 -0.4 0.2 0.4 0.007
H -5.56715 2.52381 6.93926 0.0 0.0 0.0 0.109
H -4.58888 3.63890 7.86945 0.0 0.1 0.0 0.119
H -3.42627 1.44032 6.08201 0.0 0.0 0.0 0.070
H -3.51825 1.39332 7.84692 0.0 0.0 0.0 0.079
H -2.49987 2.59334 7.03317 0.0 0.0 0.0 0.082
H -4.51168 1.78149 3.85782 0.0 0.0 -0.1 0.083
H -6.13762 2.35525 3.52873 0.1 0.0 -0.2 0.085
H -5.75474 1.72286 5.12085 0.1 0.0 0.0 0.073
```
Positions in Å, forces in eV/Å.

---

Entry 4:
The following is a DFT calculation (ωB97M-V/def2-TZVPD) of one molecule with the formula C5H9N3.

Values from the calculation:
SMILES string ... Cc1cc(N)[nH]c1N
Gap between HOMO and LUMO ... 7.021 eV
Relative energy (zero: lowest compared OMol25 entry of this formula, charge and spin) ... 19.5 kcal per mole

Structure (XYZ):
```
17
Properties=species:S:1:pos:R:3:forces:R:3:nbo_charge:R:1
C -1.95262 -1.30075 -0.05702 -0.5 -0.7 0.4 -0.630
C -0.65152 -0.59097 -0.04977 0.8 3.1 -0.2 -0.154
C 0.71065 -1.11125 -0.06031 -1.6 -0.1 -0.1 -0.373
C 1.56462 -0.05113 -0.09460 0.9 -0.3 0.4 0.310
C -0.48874 0.80792 -0.05102 -0.3 -2.6 0.0 0.290
H -2.61902 -1.17564 -0.93711 0.7 0.0 0.2 0.208
H -2.59317 -1.03664 0.81120 0.4 -0.1 -0.3 0.202
H -1.70415 -2.36572 0.03747 -0.5 0.1 -0.1 0.218
H 0.81614 -2.18037 -0.04060 0.9 -0.1 0.0 0.216
H 3.59047 0.73042 0.19690 -1.0 0.0 0.1 0.390
H 3.31225 -0.91357 0.20566 0.3 -0.1 0.0 0.382
H 1.13871 2.00883 -0.11891 1.1 1.7 0.0 0.394
H -2.32078 1.56414 0.17807 -0.8 -0.3 0.2 0.382
H -1.19266 2.71889 0.26214 0.6 0.8 0.5 0.371
N 2.95733 -0.01842 -0.06619 0.8 -0.7 -0.4 -0.847
N 0.83787 1.08950 -0.12466 -1.0 -0.7 0.2 -0.533
N -1.40539 1.82476 -0.09124 -0.8 0.1 -0.9 -0.824
```
Positions in Å, forces in eV/Å.

---

What max |F| values result from the calculations? In sequence: 0.030 0.010 0.014 0.063 Eh/bohr.
What HOMO values result from the calculations? In sequence: -0.226 -0.323 -0.028 -0.225 Ha.